# 1
{"formula": "H4N4", "method": "the ωB97M-V functional and the def2-TZVPD basis", "elements": ["N", "N", "N", "N", "H", "H", "H", "H"], "xyz": [[0.598, 0.423, -1.446], [0.686, 0.843, 0.804], [-0.720, -0.757, -0.132], [0.268, 0.226, -0.194], [1.365, 1.016, -1.512], [-0.541, 0.589, 2.670], [-0.474, -1.382, -0.913], [-1.183, -0.958, 0.724]], "atomic_forces_ev_per_a": [[-1.69, -1.75, 0.56], [-0.27, -0.04, 0.61], [1.11, 0.48, -1.67], [-0.62, 0.01, -1.03], [1.74, 1.49, 0.34], [0.26, -0.03, -0.44], [-0.79, 0.08, 1.02], [0.26, -0.22, 0.62]], "nbo_charge": [-0.594, -0.128, -0.651, 0.196, 0.334, 0.018, 0.418, 0.406], "e_lumo_ev": [-0.4, -1.0], "orbital_gap_ev": [8.98, 8.07], "homo_energy_ev": [-9.38, -9.05]}

# 2
{"formula": "H4N4O", "method": "the ωB97M-V functional and the def2-TZVPD basis", "elements": ["N", "N", "N", "N", "O", "H", "H", "H", "H"], "xyz": [[1.664, 0.072, 0.648], [-1.516, -0.599, -0.115], [0.436, 0.513, -0.170], [-0.879, 0.531, 0.332], [2.645, 0.016, 0.003], [-1.366, -0.515, -1.178], [-1.125, -1.474, 0.248], [0.727, 0.850, -1.067], [-0.585, 0.604, 1.300]], "atomic_forces_ev_per_a": [[-2.96, 0.38, -1.09], [-1.40, -1.14, -1.79], [3.92, -0.56, 1.48], [2.88, 1.59, -0.31], [-0.17, 0.33, -0.18], [-0.67, -0.80, 2.30], [0.26, 0.33, -0.43], [-0.33, 0.40, -0.68], [-1.52, -0.54, 0.71]], "nbo_charge": [0.252, -0.642, -0.429, -0.294, -0.305, 0.356, 0.337, 0.360, 0.366], "e_lumo_ev": 0.4, "orbital_gap_ev": 9.55, "smiles": "NNNN=O", "homo_energy_ev": -9.16}